3 unconnected molecules or ions with the total composition C4H13NO3. Source: OMol25; level of theory: the ωB97M-V functional and the def2-TZVPD basis.

## Properties
LUMO level	-4.4	eV
gap between HOMO and LUMO	0.1160	Eh
ΔE to the lowest compared entry with this formula, charge and spin	853.37	kJ/mol

Each atom is followed by the atoms it is bonded to, with distances in Å.
Geometry (Å):
1 C -2.27907 -0.93307 0.15832  C2 1.452, H7 1.059, H8 1.101
2 C -2.01105 0.47178 -0.09372  C1 1.452, N3 1.446, O6 1.415, H9 1.116
3 N -0.58988 0.58299 -0.33886  C2 1.446, C4 1.466, C5 1.472
4 C -0.08581 -0.11797 -1.52422  N3 1.466, H10 1.135, H11 1.143, H12 1.081
5 C 0.33228 0.20207 0.74376  N3 1.472, H13 1.084, H14 1.114, H15 1.084
6 O -2.44951 1.27286 0.98657  C2 1.415, H17 0.967
7 H -1.64351 -1.37721 0.88015  C1 1.059
8 H -3.13370 -1.55962 -0.13909  C1 1.101
9 H -2.40119 0.86708 -1.06137  C2 1.116
10 H -0.73112 0.28568 -2.36647  C4 1.135
11 H 1.02674 0.04819 -1.72715  C4 1.143
12 H -0.25125 -1.18458 -1.46743  C4 1.081
13 H 0.14390 -0.82436 1.03751  C5 1.084
14 H 0.05723 0.84058 1.61447  C5 1.114
15 H 1.34040 0.43490 0.42002  C5 1.084
16 H 3.29575 0.44811 0.03024  O18 1.007
17 H -3.17221 0.73460 1.33718  O6 0.967
18 O 3.52771 1.33398 0.44888  H16 1.007, H20 0.960
19 H 3.33311 -1.83148 -0.04388  O21 0.961
20 H 2.95094 1.38338 1.21433  O18 0.960
21 O 2.74025 -1.07791 -0.10922  H19 0.961